ORCA calculation (ωB97M-V with the def2-TZVPD basis set) on a molecular structure, C3H4HgO3.

Geometry as XYZ:
```
11
Properties=species:S:1:pos:R:3:forces:R:3
C 0.967 -1.803 0.001 1.6 -2.0 0.2
O -0.037 -0.864 -0.003 -1.3 1.8 -0.1
C 0.289 0.573 0.000 0.8 -1.6 0.0
H -1.061 1.984 -0.924 -0.4 -0.3 0.5
O 0.552 -2.982 0.011 -0.3 0.7 -0.1
H -1.065 1.997 0.899 -0.4 -0.3 -0.5
H 0.904 0.743 0.898 -0.2 0.1 -0.3
H 0.918 0.744 -0.888 -0.2 0.1 0.3
Hg -2.631 -0.361 -0.007 0.2 0.3 0.0
O 2.147 -1.402 0.019 -0.2 0.6 -0.1
C -0.982 1.372 -0.007 0.4 0.6 0.0
```
Positions in Å, forces in eV/Å.

As for the expectation value of S²: 0.765. Its largest force on an atom is 2.5 eV/A. As for the energy above the lowest of the compared OMol25 structures with the same formula, charge and spin: 0.0 kJ/mol. The calculation puts the HOMO energy (alpha / beta) at -4.1 / -4.1 eV. The value obtained for the LUMO energy (alpha / beta) is 0.1270 / 0.0792 hartree. The spin multiplicity is 2. The value obtained for the HOMO-LUMO gap (alpha / beta) is 7.510 / 6.247 eV. Its total charge is -1.

Atomic partial charges in e from the Löwdin method, atoms 1 to 4: C -0.844; O -0.260; C -0.330; H 0.014